76
Properties=species:S:1:pos:R:3:mulliken_charge:R:1 method="wB97M-V/def2-TZVPD" homo_energy_ev="-0.3 / -1.0" max_force_ha_per_bohr=0.088 multiplicity=2 total_charge=-2 homo_lumo_gap_ev="3.918 / 4.615" s_squared=0.791
H -1.6089 -3.4997 3.8473 0.356
H 1.9083 4.5330 6.2818 0.348
C -0.7097 -1.5789 3.5661 -1.101
O -7.8961 -2.4626 -1.2714 -0.669
H -1.2620 -5.8462 -0.3116 0.341
N -7.2186 -1.7302 -0.5972 1.043
C 0.2529 4.1957 4.9366 -0.536
F -1.7959 3.1606 -0.9812 -0.275
C -0.4174 -3.9376 -0.8372 -1.026
C 3.0272 2.9282 -0.0100 0.189
C -4.9606 -0.8368 -0.1295 -0.577
Cl 4.0198 -1.5629 -6.6539 -0.297
H -5.3659 -0.2654 0.6932 0.585
N 0.5027 -1.6783 -1.2302 0.611
H -3.4943 -2.9006 -3.0332 0.436
O 1.1705 0.7657 -2.0833 0.556
H -2.0331 -1.4216 -1.6911 0.566
O -1.5571 0.3781 -0.1084 0.352
C -0.8320 2.4500 -1.6979 0.358
H 2.4572 -0.3034 0.7876 0.046
C 3.0089 0.5845 0.4915 0.871
H -0.3289 -4.2116 -1.8781 0.374
H -0.4775 4.6737 5.5857 0.338
C 0.7444 3.0208 2.8404 0.903
C -3.0886 -1.4861 -1.4724 -0.086
C 4.3778 2.8513 -0.3321 -0.932
H 1.2789 -3.0912 -2.5974 0.209
H 3.7993 1.1460 -5.7495 0.404
H -5.9298 -3.0318 -2.5111 0.476
H 4.9004 3.7406 -0.6738 0.327
C 0.2025 2.4428 1.5893 -0.322
C 1.5858 4.1203 5.3313 -0.373
H 2.8146 2.4549 2.6425 0.560
C -5.2617 -2.4016 -1.9418 -0.385
H 2.4997 3.8744 -0.0799 0.382
F -1.5342 2.2227 -2.9352 -0.403
C -0.9865 -4.8623 0.0584 -0.832
O -7.6433 -1.0491 0.2931 -0.630
C 3.1741 -0.8564 -5.2698 0.300
C 1.8451 0.2487 -3.1108 -0.333
C 4.3637 0.5130 0.1891 -0.880
C -0.1543 3.6556 3.7221 -0.677
C 3.2431 0.5149 -5.0670 -0.862
H -1.1995 3.7081 3.4286 0.402
C 2.3079 1.7957 0.3900 0.861
H 0.2917 0.2472 2.9188 0.052
H 6.1076 1.5778 -0.5004 0.318
H -1.6763 -5.2628 2.0541 0.346
C -1.1046 -2.8236 3.1634 -0.852
C 1.1388 -2.0389 -2.3760 -0.883
C 2.4739 -1.6835 -4.4176 -1.394
H -0.8921 -1.2242 4.5736 0.429
C -3.6101 -0.7502 -0.4239 0.476
V -0.0655 0.7543 -0.8948 0.364
C -3.9118 -2.3182 -2.2242 -1.108
C 0.8396 1.8354 0.5523 -0.741
H 3.5353 3.4113 4.7762 0.375
H 2.4413 -2.7532 -4.6016 0.387
C 2.0864 2.9484 3.2687 -0.160
C -5.7616 -1.6540 -0.8985 -0.205
H 2.5899 2.1163 -3.7656 0.438
F 0.0469 3.4521 -2.0871 -0.257
C -2.7349 0.1609 0.4197 -0.099
H 4.8763 -0.4409 0.2623 0.368
C -0.8746 -3.2490 1.8376 0.781
O -3.1426 0.5881 1.4610 -0.682
C -1.2209 -4.5500 1.3734 -1.009
C 2.5679 1.0513 -3.9692 -0.477
C 5.0588 1.6425 -0.2366 -0.454
C -0.0286 -2.6454 -0.4283 -0.006
C -0.2596 -2.3134 0.9668 0.372
C 2.4922 3.4894 4.4829 -0.881
C -0.0597 -0.7439 2.6347 0.227
C 1.7948 -1.1564 -3.2953 0.910
H -0.8824 2.4683 1.5579 -0.051
N 0.1548 -1.1008 1.3962 0.420

***

76
Properties=species:S:1:pos:R:3:mulliken_charge:R:1 method="wB97M-V/def2-TZVPD" homo_energy_ev="-7.5 / -7.6" max_force_ha_per_bohr=0.013 multiplicity=3 total_charge=0 homo_lumo_gap_ev="6.904 / 6.649" e_above_lowest_ev=0.080 s_squared=2.024
H 3.5076 5.0094 -1.0972 0.425
C -2.4546 -0.3565 -2.0819 0.802
C -0.6656 -0.5540 3.7077 -1.114
C 1.3724 -0.3826 -4.6317 -0.984
C -0.4720 0.4895 4.5543 -1.010
C -0.8299 2.0018 2.7035 -0.562
C -0.4894 -0.2510 -3.1547 -1.486
C -5.0118 0.8558 0.9776 -0.995
C -0.9993 4.3680 3.0721 -0.656
C 2.7244 4.7313 -1.7886 -1.030
C 1.6560 4.9206 -3.9281 -0.534
C 2.6750 5.2880 -3.0361 0.113
C -4.6924 -0.4355 -1.0012 -0.882
C 3.4272 -6.3911 3.0281 -0.452
C 2.3115 -4.3408 2.4476 -0.188
H -2.2968 -1.4882 1.2853 0.209
H -3.3782 2.0204 1.6676 0.287
H -0.2805 2.7753 5.9843 0.410
H -1.1508 -2.3566 -5.7635 0.427
C -0.4924 2.9347 4.9361 -0.873
C -0.8979 -0.3059 2.3329 1.093
H -0.2641 0.3256 5.6036 0.431
C 1.3496 -1.7507 -0.4535 -0.021
H -0.6367 5.0541 5.0763 0.402
H -0.6375 -1.5770 4.0526 0.552
H -6.5394 -0.3737 0.0849 0.419
C 0.7164 3.4010 -2.2859 0.271
H 2.3807 -0.0952 -4.8946 0.443
H -0.7658 -1.3170 0.4391 -0.463
C -0.5816 1.8180 4.0757 0.535
C 2.3324 -4.7201 1.1118 0.343
C 0.7023 4.0042 -3.5692 -0.661
H 1.6319 5.3695 -4.9122 0.432
C 0.6821 -1.2884 -5.4422 -0.644
N -0.8872 0.9205 1.8481 1.397
C -1.0756 3.3099 2.1930 1.022
S -1.5340 3.5943 0.5218 -0.326
S 1.4388 -0.0081 -0.2510 -0.231
C -1.1901 -1.1207 -3.9989 1.191
H 2.8425 -4.8835 4.4391 0.363
H 1.1644 -1.7013 -6.3169 0.410
C -2.8440 0.9402 -0.1170 0.735
H 3.8521 -7.0444 3.7765 0.380
H -0.0809 3.7143 -4.2556 0.485
C 2.8592 -5.1822 3.4002 -0.663
Cl 3.8670 6.4457 -3.5377 -0.232
C 1.0330 -4.1474 -0.9404 0.142
H 3.9062 -7.6848 1.3855 0.365
C -0.6099 -1.6602 -5.1400 -0.604
N -1.2342 0.1298 -2.0339 1.099
C 1.7508 3.7907 -1.3945 1.130
C -1.2136 -1.4479 1.4252 -1.007
N 1.7732 -3.8280 0.1468 0.628
C -0.6945 4.1887 4.4315 -0.797
C 3.4544 -6.7513 1.6907 -0.629
C -3.7120 1.3286 0.9040 0.267
O 1.0701 2.5017 0.4955 -0.459
S -2.7973 -1.3944 -3.4042 -0.436
S 0.5253 -5.6135 -1.5335 -0.329
O -0.1860 2.5078 -2.0296 -0.542
H 2.9397 -6.1986 -0.3159 0.387
C -5.5190 -0.0241 0.0250 -0.854
H -5.6453 1.1870 1.7906 0.447
Mo -0.6934 1.4603 -0.3392 -0.301
H -1.1890 5.3667 2.7016 0.461
N 1.9156 -2.4934 0.4386 -0.661
H 1.8840 -3.3891 2.7271 0.526
H -5.0576 -1.1199 -1.7568 0.402
S 0.5754 -2.6588 -1.7112 0.147
C 0.8036 0.1477 -3.4924 -0.030
C 2.9112 -5.9202 0.7231 -0.527
C 1.8570 3.2742 -0.0638 -0.522
H -0.8824 -2.3966 1.8446 0.494
H 1.3544 0.8199 -2.8583 0.436
H 2.7158 3.6192 0.5264 0.249
C -3.3807 0.0384 -1.0442 0.947